[1]
Entry from the OMol25 dataset: a 2-piece molecular cluster, C4H11NO2S overall at a distorted geometry (ωB97M-V/def2-TZVPD).

Each line ends with the Löwdin charge.
Cartesian coordinates (Å):
1 C 2.1706 1.8005 -0.5948  -0.02
2 C 1.0159 0.9617 -0.9634  -0.51
3 O 0.6477 0.6580 -2.0808  0.05
4 N 0.5762 0.0614 0.1024  0.03
5 C -0.3924 -1.0438 -0.3068  -0.31
6 C -0.2398 -2.2482 0.6191  -0.50
7 S -1.3580 -1.9813 2.1088  0.66
8 H 2.1850 2.7587 -1.1009  0.08
9 H 1.9862 2.1946 0.4346  0.09
10 H 3.1410 1.3584 -0.7382  0.09
11 H 0.5681 0.4649 1.1005  0.16
12 H -1.5067 -0.6844 -0.5038  0.13
13 H -0.2481 -1.3511 -1.3068  0.08
14 H 0.6653 -2.2939 1.1138  0.01
15 H -0.4559 -3.2228 -0.0958  0.14
16 H -2.3506 -1.3396 1.4638  -0.16
17 O -2.0869 1.1839 0.6089  -0.08
18 H -1.4090 1.2680 -0.1022  0.03
19 H -2.9085 1.4551 0.2419  0.03

DFT total energy in eV: -20745.5274
Kohn-Sham gap in eV: 9.581
Structure (SMILES): CC(=O)NCCS.O
LUMO energy in eV: 0.62
Highest occupied orbital energy in eV: -8.96
Energy above the lowest of the compared OMol25 structures with the same formula, charge and spin in kcal per mole: 41.0

***

[2]
Entry from the OMol25 dataset: a 10-piece molecular cluster, C20H43Cl6F9N3O8 overall at a distorted geometry (ωB97M-V/def2-TZVPD).

Each line ends with the Löwdin charge.
Cartesian coordinates (Å):
1 N -6.4161 8.9206 36.6681  0.28
2 H -5.8467 8.5425 35.9174  0.13
3 H -7.1960 9.4089 36.1669  0.07
4 H -5.8438 9.5956 37.1641  0.15
5 H -6.9285 8.1759 37.1799  0.07
6 N -5.9970 6.4473 31.7478  0.28
7 H -5.2478 6.7374 32.3736  0.14
8 H -5.6527 6.5494 30.7951  0.15
9 H -6.7459 7.1710 31.9372  0.06
10 H -6.3208 5.5015 31.9287  0.14
11 N -6.1344 10.7344 33.2051  0.25
12 H -5.2200 10.3204 33.3525  0.12
13 H -6.6338 10.1321 32.5171  0.07
14 H -5.9869 11.6619 32.8106  0.10
15 H -6.7561 10.7115 34.0479  0.04
16 O -7.5846 8.6659 31.9632  -0.37
17 C -8.6655 8.6271 32.8706  -0.34
18 C -8.8703 9.8595 33.7696  -0.35
19 O -7.9949 10.1595 34.8191  -0.35
20 H -8.5099 7.7439 33.5225  0.08
21 H -9.5556 8.3439 32.2934  0.08
22 H -9.8882 9.7546 34.1727  0.09
23 H -8.8772 10.7102 33.0693  0.05
24 C -12.7384 9.4036 34.4539  -0.08
25 C -14.2355 9.2758 34.2530  -0.20
26 O -14.8421 8.8350 35.4568  0.04
27 C -15.0661 9.7087 36.4267  -0.42
28 O -14.8412 10.8804 36.3779  0.16
29 C -15.8720 9.1413 37.6058  -0.56
30 F -16.2058 7.8528 37.3818  0.15
31 F -15.1531 9.0803 38.7180  0.15
32 F -16.9595 9.8617 37.7897  0.20
33 H -12.3125 9.7744 33.5240  0.04
34 H -12.2799 8.4477 34.7102  0.07
35 H -12.5768 10.1163 35.2612  0.04
36 H -14.4370 8.5815 33.4381  0.12
37 H -14.6257 10.2268 33.8852  0.13
38 C -9.4350 5.5898 35.6611  -0.05
39 C -9.7271 6.8996 36.3972  -0.19
40 O -9.8700 6.5960 37.7904  0.07
41 C -8.8805 6.7989 38.6188  -0.35
42 O -7.8098 7.2994 38.3483  0.11
43 C -9.2389 6.5325 40.0807  -0.57
44 F -8.2063 6.0036 40.7204  0.19
45 F -9.5535 7.7008 40.6383  0.19
46 F -10.2673 5.7056 40.2183  0.19
47 H -8.4014 5.3091 35.8790  0.08
48 H -9.5060 5.6280 34.5741  0.07
49 H -10.1400 4.8161 35.9627  0.09
50 H -10.6857 7.2375 36.0064  0.11
51 H -8.9912 7.6427 36.0922  0.09
52 C -10.8422 13.7094 34.0039  -0.05
53 C -9.3550 13.4920 34.1030  -0.18
54 O -8.6898 14.7025 33.6943  0.06
55 C -7.4525 14.6357 33.2554  -0.37
56 O -6.8323 13.6193 33.0974  0.12
57 C -6.9569 16.0298 32.7982  -0.56
58 F -7.8189 16.9807 33.0936  0.20
59 F -5.8015 16.3183 33.4195  0.16
60 F -6.7043 15.9821 31.4950  0.18
61 H -11.2070 14.5784 34.5500  0.09
62 H -11.2926 12.7920 34.3929  0.06
63 H -11.2925 13.7820 33.0125  0.07
64 H -9.0707 12.6264 33.5089  0.08
65 H -9.1349 13.2883 35.1510  0.11
66 Cl -12.1022 9.5362 38.0922  0.65
67 C -10.6411 10.3007 37.4757  -0.66
68 C -10.8939 11.7494 36.9885  -0.63
69 Cl -11.6529 12.7075 38.2900  0.58
70 H -10.1862 9.7318 36.6635  0.04
71 H -9.9329 10.2983 38.3053  0.07
72 H -11.6250 11.6025 36.1957  0.03
73 H -9.9988 12.2695 36.6663  0.05
74 Cl -10.3118 11.7310 30.7619  0.59
75 C -8.5537 12.0132 30.6008  -0.65
76 C -8.0513 11.1138 29.4614  -0.64
77 Cl -6.4831 11.7440 28.8741  0.55
78 H -8.1244 11.7613 31.5687  0.01
79 H -8.3407 13.0609 30.4043  0.07
80 H -8.7774 11.2895 28.6718  0.06
81 H -7.9281 10.0736 29.7432  0.05
82 Cl -12.5271 9.1702 30.7748  0.56
83 C -12.0319 7.4800 30.8652  -0.66
84 C -10.8661 7.0347 29.9776  -0.67
85 Cl -11.0257 7.6115 28.3314  0.57
86 H -12.9078 6.8996 30.5743  0.07
87 H -11.9069 7.2356 31.9202  0.06
88 H -10.8673 5.9486 29.8923  0.07
89 H -9.8745 7.3416 30.3082  0.04

DFT total energy in eV: -141873.4405
Net charge: +1
Kohn-Sham gap in eV: 7.261
LUMO energy in eV: -3.72
Highest occupied orbital energy in eV: -10.98
Energy above the lowest of the compared OMol25 structures with the same formula, charge and spin in kcal per mole: 7.1

***

[3]
Entry from the OMol25 dataset: C3H3ClOS as an isolated structure at a distorted geometry (ωB97M-V/def2-TZVPD).

Each line ends with the Löwdin charge.
Cartesian coordinates (Å):
1 C 0.9252 -0.5476 0.5317  -0.16
2 C 0.1402 -0.3781 -0.7435  -0.30
3 C -0.2486 0.3091 0.5265  -0.58
4 O -1.2497 1.5811 -1.6747  -0.48
5 S -0.0707 1.4313 -0.8836  0.97
6 Cl -1.9674 0.1660 1.9698  0.21
7 H 0.8077 -1.3875 1.0557  0.07
8 H 1.8999 0.0113 0.6202  0.12
9 H -0.2366 -1.1856 -1.4021  0.14

DFT total energy in eV: -28559.7665
Kohn-Sham gap in eV: 8.780
LUMO energy in eV: -1.36
Highest occupied orbital energy in eV: -10.14
Energy above the lowest of the compared OMol25 structures with the same formula, charge and spin in kcal per mole: 101.9

***

[4]
Entry from the OMol25 dataset: one molecule with the formula C15H15N3O3 at a distorted geometry (ωB97M-V/def2-TZVPD).

Each line ends with the Löwdin charge.
Cartesian coordinates (Å):
1 C -3.5197 -2.0069 -1.6215  -0.03
2 C -2.9253 -1.1732 -0.4826  -0.32
3 N -1.6485 -0.6242 -0.8806  0.08
4 C -0.5351 -0.7697 -0.1017  -0.52
5 O -0.5637 -1.3294 0.9716  0.07
6 N 0.5866 -0.2151 -0.6781  0.13
7 C 1.8918 -0.1750 -0.1808  -0.22
8 C 2.2438 -0.7216 1.0471  -0.01
9 C 3.5541 -0.6682 1.5130  0.02
10 C 4.4906 -0.0561 0.7177  -0.21
11 C 4.1407 0.4943 -0.5150  -0.21
12 C 2.8551 0.4501 -0.9881  0.06
13 O 5.2501 1.0402 -1.1050  0.03
14 C 6.3140 0.8160 -0.2029  -0.16
15 O 5.8352 0.1319 0.9323  0.03
16 C -3.9142 -0.1097 -0.0599  -0.18
17 C -3.8258 1.2101 -0.4828  -0.01
18 C -4.8004 2.1088 -0.0759  -0.15
19 N -5.8212 1.7809 0.6946  0.05
20 C -5.9052 0.5256 1.1020  -0.15
21 C -4.9867 -0.4514 0.7577  -0.02
22 H -4.4507 -2.4672 -1.3033  0.08
23 H -2.8240 -2.7892 -1.9154  0.08
24 H -3.7265 -1.3739 -2.4832  0.08
25 H -2.7132 -1.8166 0.3793  0.15
26 H -1.5903 -0.2026 -1.7927  0.14
27 H 0.4743 0.2261 -1.5793  0.14
28 H 1.4830 -1.1936 1.6443  0.10
29 H 3.8229 -1.0928 2.4650  0.12
30 H 2.6019 0.8806 -1.9437  0.12
31 H 7.0928 0.2128 -0.6974  0.14
32 H 6.7460 1.7830 0.1022  0.14
33 H -3.0124 1.5442 -1.1082  0.10
34 H -4.7625 3.1454 -0.3850  0.10
35 H -6.7509 0.2969 1.7373  0.10
36 H -5.0960 -1.4610 1.1234  0.11

DFT total energy in eV: -26411.3991
Kohn-Sham gap in eV: 8.140
Structure (SMILES): C[C@@H](NC(=O)Nc1ccc2c(c1)OCO2)c1ccncc1
LUMO energy in eV: 0.44
Highest occupied orbital energy in eV: -7.70
Energy above the lowest of the compared OMol25 structures with the same formula, charge and spin in kcal per mole: 23.7

***

- Look up the DFT total energy of the first one.
  -20745.5274 eV

***

- What is the Kohn-Sham gap in the fourth record?
  8.140 eV

***

- What is the energy above the lowest of the compared OMol25 structures with the same formula, charge and spin in the first record?
  41.0 kcal per mole

***

- Which of these has the highest DFT total energy?
  C4H11NO2S